A molecular structure, C6H13O, computed with ωB97M-V with the def2-TZVPD basis set.

Kohn-Sham gap = 5.3 eV
HOMO = -1.598 eV
lowest unoccupied orbital energy = 3.70 eV
charge = -1

Last column: Mulliken charge in e.
Element x y z (Å)
C 2.05363 1.46271 1.41470  -0.144
O 2.92256 2.00385 0.61628  -0.818
C 1.37098 -0.06097 0.48045  -0.929
C 0.62739 0.07048 -0.82648  -0.548
C -0.94587 -0.03194 -0.40360  0.541
C -1.93192 0.04442 -1.57404  -1.503
C -1.12010 -1.29592 0.50097  -1.305
H 1.11800 2.05341 1.69584  0.169
H 2.53004 0.66072 2.08582  0.139
H 2.15849 -0.83624 0.37772  0.298
H 0.91466 -0.41061 1.48838  0.264
H 1.12855 -0.63025 -1.60524  0.241
H 0.59251 1.05274 -1.31125  0.250
H -1.12749 0.79826 0.29626  0.282
H -1.98267 1.05718 -2.16329  0.297
H -2.86450 0.06009 -1.03578  0.430
H -1.80667 -0.89845 -2.09897  0.325
H -1.89065 -1.89822 0.01986  0.536
H -1.53084 -1.12651 1.53092  0.220
H -0.21611 -2.07475 0.51144  0.257

C4H5NO in the gas phase, computed with ωB97M-V with the def2-TZVPD basis set.

Kohn-Sham gap = 11.7 eV
HOMO = -10.883 eV
SMILES = N#CC[C@H]1CO1
lowest unoccupied orbital energy = 0.80 eV
charge = 0

Last column: Mulliken charge in e.
Element x y z (Å)
N 1.30567 -0.42965 -2.22960  -0.396
C 0.69032 0.23065 -1.50798  0.179
C -0.10797 1.03395 -0.57711  -0.396
C -0.25637 0.30273 0.74761  0.024
C -0.40727 -1.15005 0.78968  -0.411
O 0.83438 -0.52593 1.09091  -0.405
H -1.08445 1.23780 -1.03107  0.249
H 0.39165 1.99646 -0.42341  0.267
H -0.65381 0.90581 1.56443  0.372
H -0.89438 -1.62302 1.63915  0.276
H -0.44110 -1.70338 -0.14820  0.241

A molecular structure, C16H18ClO2PSn, computed with ωB97M-V with the def2-TZVPD basis set.

Kohn-Sham gap = 6.3 eV
HOMO = -15.683 eV
lowest unoccupied orbital energy = -9.36 eV
charge = +2

Last column: Mulliken charge in e.
Element x y z (Å)
Cl 0.38214 3.45628 -2.04021  -0.299
C -1.66388 0.07606 -2.66262  -0.617
C -0.80353 -1.08161 -2.39898  -0.400
C 0.49646 -0.84061 -3.05843  -0.709
H -1.07986 -1.97209 -1.83682  0.744
C 0.40636 0.44799 -3.72907  0.577
C -0.90330 1.02874 -3.47446  -0.646
H -1.21886 2.02512 -3.78470  0.553
H -2.68315 0.21459 -2.30601  0.599
H 1.35953 -1.51444 -3.06363  0.549
C 1.52211 1.12745 -4.48397  -1.140
Sn 0.18024 0.79086 -1.46378  0.757
C 2.27572 1.41109 -0.78977  0.367
O 3.33146 1.72972 -0.48593  -0.094
C -0.75607 1.83951 0.34283  0.203
O -1.20985 2.51779 1.15314  -0.104
H 2.50520 0.85870 -4.06813  0.314
H 1.39099 2.21774 -4.44378  0.328
H 1.46700 0.78247 -5.52682  0.389
C 2.22613 -0.13793 1.95822  -1.505
P 0.76264 -0.55984 1.01148  1.106
C 0.81831 -2.23548 0.29425  -1.134
C -0.54013 -0.49114 2.30067  0.674
C -0.19428 -0.59018 3.67606  -0.660
C -1.21098 -0.50734 4.63970  -0.599
C -2.55190 -0.31794 4.27975  -0.660
C -2.87778 -0.22080 2.91323  -0.629
C -1.89382 -0.30426 1.92204  -0.250
H 3.11222 -0.08976 1.30521  0.424
H 2.40180 -0.81596 2.77377  0.513
H 2.04566 0.87583 2.36902  0.448
H 1.12854 -2.94430 1.07025  0.456
H -0.19819 -2.52171 -0.05148  0.256
H 1.50384 -2.30310 -0.55931  0.333
H 0.81697 -0.73276 3.98859  0.247
H -0.92860 -0.61799 5.68729  0.399
H -3.31127 -0.25839 5.03835  0.450
H -3.92041 -0.08015 2.62510  0.402
H -2.18744 -0.26216 0.87895  0.356

A molecular structure, C40H66ClF3MgN4O5S3, computed with ωB97M-V with the def2-TZVPD basis set.

Kohn-Sham gap = 1.3 eV
HOMO = -7.329 eV
lowest unoccupied orbital energy = -6.07 eV
charge = 0

Last column: Mulliken charge in e.
Element x y z (Å)
C -1.22565 -3.44375 1.79873  -0.669
C -1.15985 -4.21366 0.33398  0.003
C -0.46284 -5.69595 0.40805  -0.749
C 1.17353 -5.69084 0.51215  -0.264
C 1.91280 -4.41618 -0.20685  -0.462
C 2.10568 -3.19634 0.91151  0.613
C 3.67376 -2.75507 1.09697  -0.913
C 3.89519 -1.21382 1.63342  -0.242
C 3.32149 -0.95452 3.16192  -0.608
C 3.21518 0.66600 3.54671  0.196
C 1.74997 1.02923 4.25517  -0.755
C 0.60838 0.74563 3.11384  0.557
C -0.89906 1.34455 3.52067  -0.682
C -1.86645 0.95303 2.21861  1.341
C -1.74492 2.11362 1.02161  -0.777
C -2.12397 1.42180 -0.44076  0.384
C -1.03572 0.94822 -1.57198  -0.104
C 0.56485 1.19156 -1.20191  -0.023
C 1.12897 2.63767 -1.80247  -0.570
C -1.57210 0.23630 -2.96032  0.123
C -0.43854 -0.27900 -4.07426  -0.064
Cl -0.51159 -2.15354 -4.28394  -0.209
C -0.56810 0.53356 -5.50095  -0.486
C -1.25012 2.03024 -5.28381  -0.613
C -3.18712 -0.02099 -3.30638  0.016
S -3.74239 -0.82945 -4.94614  -0.205
C -4.29986 0.45820 -2.15372  -0.099
C -3.71079 1.16046 -0.75427  0.040
S -5.07295 1.60915 0.50991  -0.092
C -6.22261 0.08675 0.38133  0.152
C -6.87525 -0.62945 1.70582  0.061
S -6.50897 0.06610 3.40841  -0.190
C -7.81032 -1.98208 1.41302  -0.484
C -8.02953 -2.53939 -0.14757  -0.445
C -7.38114 -1.78511 -1.46884  -0.672
C -6.45064 -0.44357 -1.18898  0.156
N -5.81334 0.26602 -2.36026  -0.201
H -0.99571 -2.28532 1.71484  -0.207
H -0.52213 -4.00145 2.57064  0.275
H -2.32476 -3.55266 2.21419  0.378
H -2.29181 -4.39271 0.01738  0.332
H -0.70693 -3.50768 -0.51235  -0.052
H -0.87220 -6.36975 -0.47211  0.269
H -0.86452 -6.20432 1.40483  0.244
H 1.54839 -6.66879 -0.05729  0.003
H 1.48567 -5.84063 1.63950  0.280
H 2.97328 -4.81016 -0.58299  0.484
H 1.35260 -4.05191 -1.18450  -0.029
H 1.39461 -2.32070 0.59253  -0.346
H 1.75689 -3.65106 1.95498  0.181
H 4.23206 -2.81392 0.04434  0.328
H 4.28830 -3.46918 1.81113  0.175
H 5.06885 -1.02759 1.69387  0.258
H 3.48618 -0.45038 0.84555  0.104
H 2.29143 -1.51468 3.33675  0.185
H 4.09349 -1.47051 3.90166  0.336
H 3.29033 1.29698 2.55857  -0.374
H 4.11886 0.96447 4.26170  0.384
H 1.71698 2.18683 4.49202  0.298
H 1.58498 0.45079 5.26881  0.273
H 0.43786 -0.39790 2.90151  -0.084
H 0.92301 1.35958 2.14814  -0.341
H -1.28903 0.84766 4.52646  0.328
H -0.74710 2.51755 3.62619  0.225
H -1.48128 -0.05781 1.72294  -0.383
H -2.97131 0.85562 2.61314  -0.494
H -0.66764 2.61476 1.02804  0.139
H -2.52515 2.99364 1.22388  0.365
H 0.64502 1.12331 -0.02231  -0.575
H 1.22930 0.28594 -1.60700  0.406
H 0.44229 3.54980 -1.45484  0.163
H 1.09217 2.51610 -2.98733  0.136
H 2.24528 2.74537 -1.41693  0.177
H 0.66998 -0.07201 -3.68603  0.241
H 0.51970 0.64882 -5.92929  0.349
H -1.22608 -0.16242 -6.21187  0.255
H -0.78780 2.59767 -4.34322  0.095
H -2.43100 1.94772 -5.21582  0.172
H -1.04513 2.70870 -6.24404  0.338
H -3.49174 -2.22795 -4.86563  0.155
H -5.21603 0.68143 3.38239  0.095
H -8.28023 -2.56690 2.31136  0.321
H -8.66140 -3.51730 -0.37337  0.212
H -7.53309 -2.13046 -2.58010  0.647
H -6.00841 -0.25030 -3.24859  0.350
C -0.76690 9.27960 -1.02265  -1.019
C 0.61414 8.69955 -1.25748  -0.206
O 1.09774 7.92454 -0.16613  -0.436
C 0.63878 6.55190 -0.01407  0.503
O 0.80350 5.87181 -1.14515  -0.671
C -0.81587 6.43324 0.59196  0.611
F -1.02871 7.39429 1.53765  -0.286
F -0.99369 5.24540 1.23800  -0.290
F -1.82662 6.54483 -0.30289  -0.282
H -0.88298 9.62770 0.00803  0.237
H -0.94889 10.11691 -1.70379  0.413
H -1.54407 8.53949 -1.21788  0.206
H 1.31034 9.54234 -1.34263  0.307
H 0.67089 8.16781 -2.21272  0.244
H 1.25139 6.23295 0.84358  0.136
C 1.62451 -9.91170 0.07391  0.676
O 1.59165 -9.03939 0.92644  -0.622
N 2.72843 -10.63447 -0.19118  -0.407
N 0.56009 -10.23508 -0.68338  -0.385
H 2.76271 -11.35508 -0.89252  0.155
H 3.55722 -10.43110 0.35037  0.223
H -0.29575 -9.72152 -0.52426  0.217
H 0.57997 -10.95307 -1.38801  0.160
Mg -6.76140 -4.06295 -2.59108  0.504
C 6.96976 3.18265 1.04044  -1.374
C 5.69472 3.00826 1.81721  0.812
O 5.60420 2.21532 2.75224  -0.593
N 4.61457 3.76009 1.46122  -0.028
C 4.51277 4.73864 0.40452  -0.734
H 7.73622 2.51493 1.44440  0.315
H 6.80750 2.92597 -0.00972  0.359
H 7.32658 4.21203 1.13120  0.365
H 3.79641 3.58329 2.03277  0.139
H 4.23476 5.69482 0.85454  0.288
H 3.72011 4.41971 -0.27658  0.139
H 5.44564 4.85304 -0.14884  0.372
O 3.56145 -3.72226 -2.57234  -0.466
H 2.71576 -3.57614 -2.95533  0.285

A molecular structure, C6H5N2O6Sn, computed with ωB97M-V with the def2-TZVPD basis set.

Kohn-Sham gap (spin up / spin down) = 4.7 / 4.7 eV
HOMO (spin up / spin down) = -21.245 / -21.245 eV
lowest unoccupied orbital energy (spin up / spin down) = -16.57 / -16.57 eV
charge = +3

Last column: Mulliken charge in e.
Element x y z (Å)
O 0.21478 -5.68261 3.58125  -0.101
C 0.93649 -5.35708 2.75789  0.158
Sn 0.82582 -1.06058 0.19942  1.121
O -2.36968 -0.33699 2.07713  0.008
C -1.37778 -0.59948 1.50330  0.266
C 2.90372 0.62422 -2.18298  0.142
O 3.74061 0.44257 -2.96499  -0.089
C -0.88097 -2.00535 -1.48551  0.239
O -1.61080 -2.09217 -2.36999  -0.001
C 1.90357 0.23198 1.75218  0.301
O 2.34909 1.18221 2.25183  0.035
H 0.89293 -3.09088 0.49186  0.364
N -1.79104 1.93618 -1.46922  -0.327
C -0.64713 1.84628 -0.76871  0.646
N -0.45648 2.67599 0.28825  -0.275
O 0.21782 0.96630 -1.08962  -0.479
H -2.38028 2.74861 -1.34586  0.249
H -1.87973 1.35197 -2.29171  0.281
H 0.45867 2.72431 0.71572  0.215
H -1.04961 3.49452 0.34975  0.248

2 unconnected molecules or ions with the total composition C3H5PS, computed with ωB97M-V with the def2-TZVPD basis set.

Kohn-Sham gap (spin up / spin down) = 8.1 / 8.1 eV
HOMO (spin up / spin down) = -8.621 / -8.621 eV
SMILES = PC=S.C#C
lowest unoccupied orbital energy (spin up / spin down) = -0.50 / -0.50 eV
charge = 0

Last column: Mulliken charge in e.
Element x y z (Å)
C -0.64450 0.05889 2.85729  -0.208
C -1.42371 0.71913 -0.88821  -0.205
C -0.82834 -0.94466 2.23976  -0.525
P 0.15292 0.38467 -1.72693  -0.005
S -2.50918 1.95766 -1.04711  -0.203
H -0.83490 1.01731 3.05460  0.395
H -1.83465 -0.18670 -0.41073  0.292
H -0.73843 -1.98817 1.83444  0.348
H 0.67866 1.67560 -1.97592  0.064
H 0.68270 0.13398 -0.52954  0.048

no.,calculated total energy (Eh),maximum force (eV Å⁻¹)
1,-311.5200,4.80
2,-285.3555,1.10
3,-1786.0726,6.06
4,-4312.1745,5.06
5,-1005.5054,7.43
6,-856.6897,3.52